[1]
{"formula": "C2H7N3O2", "method": "ωB97M-V/def2-TZVPD", "gap_ev": [12.1, 7.0], "total_energy_ev": -10744.043, "relative_energy_ev": 1.138, "s_squared": 0.76, "e_homo_ha": [-0.562, -0.560], "spin_multiplicity": 2, "charge": 1, "species": ["O", "O", "N", "N", "N", "C", "C", "H", "H", "H", "H", "H", "H", "H"], "positions_angstrom": [[-1.499, -3.126, -0.209], [-1.097, -1.464, 1.283], [0.746, 0.492, 0.389], [0.151, 2.748, 0.446], [0.237, -1.726, -0.768], [0.593, 1.647, -0.168], [-1.016, -2.155, 0.332], [-0.314, 2.699, 1.347], [0.858, 1.866, -1.198], [0.881, -2.508, -0.643], [-0.091, 3.545, -0.128], [0.625, -0.510, -0.266], [0.202, 0.315, 1.229], [-0.276, -1.822, -1.648]], "mulliken_charge": [-0.24, -0.43, -0.48, -0.35, -0.56, 0.17, 0.70, 0.25, 0.33, 0.33, 0.26, 0.39, 0.30, 0.35]}

---

[2]
{"formula": "C2H7N3OP", "method": "ωB97M-V/def2-TZVPD", "gap_ev": [8.1, 8.1], "total_energy_ev": -17985.735, "relative_energy_ev": 1.156, "e_homo_ha": [-0.521, -0.521], "spin_multiplicity": 1, "smiles": "[H]/P=[NH+]\\N(C)C(N)=O", "charge": 1, "species": ["P", "O", "N", "N", "N", "C", "C", "H", "H", "H", "H", "H", "H", "H"], "positions_angstrom": [[-2.922, 0.075, 0.084], [-0.538, -1.534, -1.339], [-1.486, 0.801, -0.048], [-0.220, 0.303, 0.042], [0.159, -1.842, 0.812], [-0.176, -1.144, -0.269], [0.815, 1.082, -0.610], [0.723, 1.038, -1.700], [-1.477, 1.820, -0.167], [0.764, 2.117, -0.274], [1.779, 0.668, -0.321], [0.555, -1.399, 1.623], [-2.464, -1.252, 0.222], [0.306, -2.838, 0.715]], "mulliken_charge": [0.22, -0.47, -0.18, 0.22, -0.32, 0.35, -0.90, 0.39, 0.32, 0.34, 0.33, 0.25, 0.18, 0.27]}

---

[3]
{"formula": "C2H7N3S", "method": "ωB97M-V/def2-TZVPD", "gap_ev": 8.3, "total_energy_ev": -17488.707, "relative_energy_ev": 4.205, "e_homo_ha": -0.318, "spin_multiplicity": 1, "charge": 0, "species": ["S", "N", "N", "N", "C", "C", "H", "H", "H", "H", "H", "H", "H"], "positions_angstrom": [[0.143, 1.616, 1.111], [-0.144, 0.036, -1.171], [0.706, 0.115, 1.090], [0.206, -1.970, -0.001], [0.277, -0.653, -0.082], [-0.901, -0.904, -2.079], [0.743, -2.516, 0.642], [-1.798, -0.289, -2.646], [-1.315, -1.884, -1.589], [-1.323, 1.424, 1.203], [-0.249, -1.149, -2.976], [0.034, 0.962, -1.145], [-0.002, -0.320, 2.275]], "mulliken_charge": [-0.27, -0.11, -0.41, -0.69, 0.56, -0.72, 0.21, 0.25, 0.29, 0.13, 0.25, 0.14, 0.36]}

---

[4]
{"formula": "C2H7N3S", "method": "ωB97M-V/def2-TZVPD", "gap_ev": 9.9, "total_energy_ev": -17491.485, "relative_energy_ev": 1.427, "e_homo_ha": -0.343, "spin_multiplicity": 1, "smiles": "[H]/N=C(\\CN)NS", "charge": 0, "species": ["S", "N", "N", "N", "C", "C", "H", "H", "H", "H", "H", "H", "H"], "positions_angstrom": [[0.977, -0.529, -2.199], [0.436, 1.699, 0.875], [0.145, 0.652, -1.135], [-1.427, -1.094, 0.297], [0.304, 0.613, 0.258], [-0.216, -0.578, 0.962], [-0.451, -0.348, 1.954], [-1.123, -1.514, -0.670], [2.295, -0.232, -1.708], [-2.051, -0.305, 0.070], [0.062, 1.580, 1.762], [0.474, -1.491, 0.878], [0.575, 1.547, -1.345]], "mulliken_charge": [-0.16, -0.76, -0.37, -0.65, 0.64, -0.66, 0.40, 0.26, 0.16, 0.26, 0.24, 0.26, 0.36]}

---

[5]
{"formula": "C2H7N3S", "method": "ωB97M-V/def2-TZVPD", "gap_ev": 9.1, "total_energy_ev": -17490.824, "relative_energy_ev": 2.087, "e_homo_ha": -0.304, "spin_multiplicity": 1, "smiles": "CN/N=C\\NS", "charge": 0, "species": ["S", "N", "N", "N", "C", "C", "H", "H", "H", "H", "H", "H", "H"], "positions_angstrom": [[0.323, 1.733, -1.601], [0.742, 0.085, -1.392], [-1.068, -1.037, -0.269], [-1.130, -0.151, 0.766], [0.128, 0.118, 1.491], [-0.245, -0.917, -1.260], [0.654, -0.839, 1.759], [-1.834, -0.514, 1.361], [0.614, 2.095, -0.310], [1.593, -0.246, -1.942], [0.821, 0.793, 1.003], [-0.339, -1.736, -2.014], [-0.259, 0.618, 2.410]], "mulliken_charge": [-0.08, -0.36, -0.45, -0.15, -0.79, 0.02, 0.25, 0.26, 0.12, 0.28, 0.24, 0.35, 0.31]}

---

[6]
{"formula": "C2H7N3S", "method": "ωB97M-V/def2-TZVPD", "gap_ev": 8.6, "total_energy_ev": -17489.535, "relative_energy_ev": 3.377, "e_homo_ha": -0.287, "spin_multiplicity": 1, "smiles": "CS/N=C\\NN", "charge": 0, "species": ["S", "N", "N", "N", "C", "C", "H", "H", "H", "H", "H", "H", "H"], "positions_angstrom": [[-1.008, -0.542, -0.145], [-0.342, 0.975, -0.266], [2.004, 0.409, 0.126], [2.326, -1.108, 0.074], [0.867, 1.179, -0.028], [-2.637, -0.062, 0.254], [1.126, 2.241, 0.279], [3.020, 0.853, 0.267], [-2.812, 0.736, -0.541], [-3.049, 0.304, 1.354], [2.176, -1.767, -0.819], [1.777, -1.427, 0.865], [-3.409, -0.900, 0.017]], "mulliken_charge": [-0.06, -0.35, -0.18, -0.59, 0.13, -0.72, 0.24, 0.26, 0.26, 0.23, 0.26, 0.26, 0.27]}

---

[7]
{"formula": "C2H7N3S", "method": "ωB97M-V/def2-TZVPD", "gap_ev": [8.4, 8.4], "total_energy_ev": -17487.434, "relative_energy_ev": 5.478, "e_homo_ha": [-0.318, -0.318], "spin_multiplicity": 1, "charge": 0, "species": ["S", "N", "N", "N", "C", "C", "H", "H", "H", "H", "H", "H", "H"], "positions_angstrom": [[-1.932, -1.529, -0.423], [-0.192, 0.568, 1.183], [-1.035, -0.118, -0.872], [-1.054, 0.812, 0.126], [1.259, -0.403, -0.589], [1.197, 0.494, 0.571], [1.789, 0.037, 1.430], [1.237, -1.493, -0.181], [1.427, -0.014, -1.535], [-0.526, -0.367, 1.349], [-0.919, 1.772, -0.346], [-3.044, -1.270, -1.170], [1.793, 1.510, 0.456]], "mulliken_charge": [-0.18, -0.29, -0.36, -0.14, -0.36, -0.58, 0.31, 0.25, 0.32, 0.31, 0.30, 0.15, 0.29]}

---

[8]
{"formula": "C2H7N4", "method": "ωB97M-V/def2-TZVPD", "gap_ev": [7.3, 7.3], "total_energy_ev": -8135.713, "relative_energy_ev": 6.534, "e_homo_ha": [-0.485, -0.485], "spin_multiplicity": 1, "charge": 1, "species": ["N", "N", "N", "N", "C", "C", "H", "H", "H", "H", "H", "H", "H"], "positions_angstrom": [[-0.010, -0.404, 0.197], [2.552, 0.232, -0.045], [-0.618, 0.354, -0.562], [2.417, 1.334, 0.048], [-1.792, 0.946, -0.034], [1.212, -0.885, -0.255], [1.092, -1.098, -1.386], [-1.789, 2.128, -0.131], [-1.874, 0.584, 1.058], [-2.600, 0.768, -0.777], [3.417, -0.377, -0.224], [1.544, -1.787, 0.316], [-0.286, -0.741, 1.044]], "mulliken_charge": [0.24, 0.29, -0.22, -0.43, -0.60, -0.46, 0.33, 0.30, 0.33, 0.28, 0.31, 0.37, 0.25]}

---

[9]
{"formula": "C2H7N4", "method": "ωB97M-V/def2-TZVPD", "gap_ev": 8.4, "total_energy_ev": -8136.996, "relative_energy_ev": 5.250, "e_homo_ha": -0.492, "spin_multiplicity": 1, "charge": 1, "species": ["N", "N", "N", "N", "C", "C", "H", "H", "H", "H", "H", "H", "H"], "positions_angstrom": [[2.512, 0.158, 0.072], [-0.505, 0.047, 0.296], [-2.861, -0.446, 0.056], [3.423, -0.375, 0.508], [1.581, 0.699, -0.510], [-1.667, 0.019, -0.319], [3.569, -1.093, 1.250], [-2.839, -0.534, 1.107], [-1.632, 0.435, -1.264], [1.219, 1.715, -0.283], [1.216, 0.234, -1.350], [-3.493, -0.437, -0.724], [-0.523, -0.421, 1.161]], "mulliken_charge": [0.74, -0.56, -0.40, -0.66, -0.16, 0.12, 0.34, 0.28, 0.31, 0.30, 0.30, 0.28, 0.12]}

---

[10]
{"formula": "C2H7N4O", "method": "ωB97M-V/def2-TZVPD", "gap_ev": [9.4, 9.4], "total_energy_ev": -10183.110, "relative_energy_ev": 6.183, "e_homo_ha": [-0.525, -0.525], "spin_multiplicity": 1, "smiles": "[H]/N=C(CO)\\[N+](N)=N\\[H]", "charge": 1, "species": ["O", "N", "N", "N", "N", "C", "C", "H", "H", "H", "H", "H", "H", "H"], "positions_angstrom": [[-1.841, 0.664, -0.019], [0.731, 0.499, -0.328], [0.441, -1.988, -0.535], [1.602, 0.689, 0.601], [0.026, 1.308, -0.915], [-1.256, -0.567, 0.396], [0.061, -0.879, -0.281], [-2.170, 0.762, -1.073], [1.861, 1.577, 1.047], [-1.019, -0.553, 1.516], [2.307, 0.007, 0.839], [-2.135, -1.344, 0.407], [1.187, -2.441, -0.873], [0.206, 2.267, -0.782]], "mulliken_charge": [-0.53, 1.00, -0.31, -0.58, -0.56, -0.23, 0.25, 0.41, 0.25, 0.24, 0.26, 0.34, 0.23, 0.23]}

---

[11]
{"formula": "C2H7N4O", "method": "ωB97M-V/def2-TZVPD", "gap_ev": 9.4, "total_energy_ev": -10183.569, "relative_energy_ev": 5.725, "e_homo_ha": -0.496, "spin_multiplicity": 1, "charge": 1, "species": ["O", "N", "N", "N", "N", "C", "C", "H", "H", "H", "H", "H", "H", "H"], "positions_angstrom": [[0.907, 1.087, -1.201], [-2.053, 1.784, 0.093], [-1.913, 0.658, 0.107], [1.054, 0.516, 0.099], [-0.776, -1.412, -0.210], [2.120, 0.673, 0.777], [-1.959, -0.610, 0.164], [2.082, -0.066, 1.722], [2.913, 1.354, 0.456], [0.044, -0.793, -0.239], [1.524, 1.846, -1.151], [-2.842, -1.293, 0.226], [-0.768, -1.597, -1.201], [-0.334, -2.147, 0.358]], "mulliken_charge": [-0.31, -0.47, 0.53, -0.30, -0.14, -0.23, -0.13, 0.23, 0.23, 0.07, 0.32, 0.36, 0.41, 0.45]}

---

[12]
{"formula": "C2H7N4O", "method": "ωB97M-V/def2-TZVPD", "gap_ev": 11.0, "total_energy_ev": -10183.551, "relative_energy_ev": 5.743, "e_homo_ha": -0.545, "spin_multiplicity": 1, "smiles": "[H]/N=C1/CO[N@@H+](N)N1", "charge": 1, "species": ["O", "N", "N", "N", "N", "C", "C", "H", "H", "H", "H", "H", "H", "H"], "positions_angstrom": [[0.707, -1.365, 0.212], [-2.434, 0.449, -0.088], [2.070, 0.505, -0.432], [-0.130, 0.737, 0.375], [1.078, 0.004, 0.402], [-0.710, -1.398, -0.267], [-1.290, 0.002, -0.034], [1.802, 0.423, -1.512], [2.436, 1.442, -0.156], [-1.304, -2.208, 0.287], [-2.520, 1.454, 0.210], [-0.750, -1.596, -1.395], [1.410, -0.009, 1.417], [-0.364, 1.562, 0.978]], "mulliken_charge": [-0.25, -0.54, -0.51, -0.36, 0.36, -0.22, 0.39, 0.32, 0.31, 0.30, 0.24, 0.24, 0.41, 0.28]}

---

[13]
{"formula": "C2H7N4S", "method": "ωB97M-V/def2-TZVPD", "gap_ev": 9.5, "total_energy_ev": -18971.040, "relative_energy_ev": 4.711, "e_homo_ha": -0.513, "spin_multiplicity": 1, "charge": 1, "species": ["S", "N", "N", "N", "N", "C", "C", "H", "H", "H", "H", "H", "H", "H"], "positions_angstrom": [[0.366, 1.807, -0.073], [-1.368, 0.007, 0.290], [-0.563, -0.675, 1.137], [1.456, -1.145, -0.593], [1.836, -0.249, 0.125], [1.030, 0.423, 0.917], [-0.779, 0.692, -0.973], [1.376, 0.606, 2.039], [-1.491, 1.278, -1.623], [-1.839, 0.663, 0.940], [-0.023, -1.426, 0.797], [-0.138, 0.093, -1.666], [2.258, -1.382, -1.164], [-2.120, -0.693, -0.154]], "mulliken_charge": [-0.04, 0.04, -0.79, -0.54, 0.16, 0.07, -0.42, 0.37, 0.39, 0.40, 0.36, 0.30, 0.27, 0.42]}

---

[14]
{"formula": "C2H7N5", "method": "ωB97M-V/def2-TZVPD", "gap_ev": [6.8, 8.9], "total_energy_ev": -9633.621, "relative_energy_ev": 4.418, "e_homo_ha": [-0.323, -0.345], "spin_multiplicity": 1, "charge": 0, "species": ["N", "N", "N", "N", "N", "C", "C", "H", "H", "H", "H", "H", "H", "H"], "positions_angstrom": [[2.043, 0.455, -0.172], [-1.482, -1.355, -0.890], [-1.682, 0.863, -0.904], [-0.161, -0.063, 0.487], [1.689, -0.909, 1.671], [-0.711, 0.995, -0.068], [1.199, -0.207, 0.715], [-2.285, 1.666, -1.075], [1.736, 0.468, -1.134], [0.934, -1.239, 2.268], [-2.453, -1.139, -1.112], [-1.493, -1.720, 0.064], [-0.347, 1.989, 0.216], [3.013, 0.195, -0.065]], "mulliken_charge": [-0.50, -0.38, -0.51, -0.51, -0.70, 0.04, 0.61, 0.24, 0.23, 0.27, 0.25, 0.26, 0.44, 0.27]}

---

[15]
{"formula": "C2H7NO", "method": "ωB97M-V/def2-TZVPD", "gap_ev": 10.6, "total_energy_ev": -5724.500, "relative_energy_ev": 0.741, "e_homo_ha": -0.358, "spin_multiplicity": 1, "smiles": "CC=O.N", "charge": 0, "species": ["O", "N", "C", "C", "H", "H", "H", "H", "H", "H", "H"], "positions_angstrom": [[1.329, -2.484, -1.074], [-0.368, 2.735, 3.616], [-0.005, -1.145, -2.535], [0.254, -2.016, -1.315], [0.668, -1.484, -3.311], [-0.995, -1.367, -2.913], [0.254, 2.366, 4.314], [0.217, -0.108, -2.302], [-0.619, 2.056, 2.924], [-0.621, -2.183, -0.650], [-0.114, 3.630, 3.246]], "mulliken_charge": [-0.46, -0.61, -0.79, 0.14, 0.25, 0.29, 0.20, 0.25, 0.20, 0.31, 0.20]}

---

[16]
{"formula": "C2H7NO", "method": "ωB97M-V/def2-TZVPD", "gap_ev": 10.4, "total_energy_ev": -5724.542, "relative_energy_ev": 0.700, "e_homo_ha": -0.346, "spin_multiplicity": 1, "smiles": "NCCO", "charge": 0, "species": ["O", "N", "C", "C", "H", "H", "H", "H", "H", "H", "H"], "positions_angstrom": [[1.962, -0.184, -0.457], [-1.656, -0.084, 0.554], [-0.360, -0.597, 0.048], [0.717, 0.431, -0.062], [-1.520, 0.343, 1.462], [0.465, 1.172, -0.823], [-0.600, -1.054, -0.915], [-2.025, 0.627, -0.057], [0.950, 0.845, 0.920], [-0.121, -1.433, 0.705], [2.189, -0.064, -1.375]], "mulliken_charge": [-0.54, -0.61, -0.42, -0.32, 0.23, 0.28, 0.29, 0.22, 0.24, 0.32, 0.29]}

---

[17]
{"formula": "C2H7NO", "method": "ωB97M-V/def2-TZVPD", "gap_ev": 10.2, "total_energy_ev": -5723.772, "relative_energy_ev": 1.469, "e_homo_ha": -0.336, "spin_multiplicity": 1, "smiles": "C=NC.O", "charge": 0, "species": ["O", "N", "C", "C", "H", "H", "H", "H", "H", "H", "H"], "positions_angstrom": [[-2.081, -1.718, 5.650], [1.487, 0.909, -1.804], [0.689, 1.425, -0.973], [1.165, 0.120, -2.957], [0.123, 0.222, -3.254], [-2.377, -2.471, 5.119], [1.787, 0.477, -3.781], [1.387, -0.913, -2.693], [-2.921, -1.578, 6.117], [1.090, 1.983, -0.154], [-0.349, 1.544, -1.269]], "mulliken_charge": [-0.64, -0.39, -0.26, -0.58, 0.30, 0.32, 0.22, 0.23, 0.32, 0.26, 0.22]}

---

[18]
{"formula": "C2H7NO", "method": "ωB97M-V/def2-TZVPD", "gap_ev": 9.0, "total_energy_ev": -5715.675, "relative_energy_ev": 9.566, "e_homo_ha": -0.348, "spin_multiplicity": 1, "charge": 0, "species": ["O", "N", "C", "C", "H", "H", "H", "H", "H", "H", "H"], "positions_angstrom": [[0.615, -1.217, -0.203], [-0.849, -1.011, 0.325], [0.863, 0.207, -0.247], [-0.396, 1.060, -0.283], [1.707, 0.488, 0.748], [-0.890, 0.809, -1.391], [-0.433, -1.147, 2.011], [1.620, 0.253, -1.111], [-0.130, 2.143, -0.397], [-1.170, -2.394, -0.123], [-0.936, 0.811, 0.670]], "mulliken_charge": [-0.25, -0.50, -0.31, -0.75, 0.18, 0.22, 0.21, 0.28, 0.36, 0.29, 0.27]}

---

[19]
{"formula": "C2H7NO2", "method": "ωB97M-V/def2-TZVPD", "gap_ev": [2.8, 7.5], "total_energy_ev": -7770.219, "relative_energy_ev": 1.907, "s_squared": 0.75, "e_homo_ha": [0.042, -0.132], "spin_multiplicity": 2, "charge": -1, "species": ["O", "O", "N", "C", "C", "H", "H", "H", "H", "H", "H", "H"], "positions_angstrom": [[-0.628, 0.480, 0.076], [-2.434, 3.632, -1.355], [1.961, -1.660, 0.501], [0.526, -1.419, 0.694], [-0.052, -0.496, -0.361], [2.271, -2.509, -0.013], [-2.917, 3.518, -0.508], [2.551, -1.087, 1.022], [-0.023, -2.434, 0.777], [0.356, -1.034, 1.701], [-0.058, -0.764, -1.426], [-1.554, 3.772, -1.108]], "mulliken_charge": [-0.37, -0.62, -1.19, -1.29, -0.33, 0.70, 0.32, 0.47, 0.44, 0.18, 0.41, 0.30]}

---

[20]
{"formula": "C2H7NO2", "method": "ωB97M-V/def2-TZVPD", "gap_ev": 8.9, "total_energy_ev": -7768.973, "relative_energy_ev": 4.553, "e_homo_ha": -0.332, "spin_multiplicity": 1, "smiles": "C=N.C=O.O", "charge": 0, "species": ["O", "O", "N", "C", "C", "H", "H", "H", "H", "H", "H", "H"], "positions_angstrom": [[-1.084, 1.817, -0.069], [-0.360, 0.729, 1.968], [0.810, -0.764, 0.146], [0.729, -2.009, 0.011], [-0.671, 1.301, -1.105], [0.139, 1.779, -1.678], [-0.677, 1.637, 1.913], [0.189, 0.036, 1.287], [0.405, -2.604, 0.860], [1.028, -2.548, -0.881], [0.856, -0.071, -0.739], [-1.362, 0.695, -1.713]], "mulliken_charge": [-0.39, -0.78, -0.40, -0.23, -0.33, 0.36, 0.29, 0.46, 0.26, 0.25, 0.20, 0.30]}